one.
{
  "formula": "C2H7N2",
  "method": "ωB97M-V/def2-TZVPD",
  "species": ["N", "C", "C", "N", "H", "H", "H", "H", "H", "H", "H"],
  "xyz": [[0.396, -1.186, 1.411], [0.611, -0.305, 0.402], [-0.503, 0.185, -0.253], [-0.394, 1.161, -1.396], [1.015, -1.900, 1.624], [-0.303, -0.958, 2.230], [1.605, -0.286, -0.073], [-1.464, 0.020, 0.189], [-0.020, 0.698, -2.222], [-0.120, 2.059, -1.107], [-1.371, 1.260, -1.637]],
  "gap_ha": 0.351,
  "smiles": "N/C=C/[NH3+]",
  "total_charge": 1
}

two.
{
  "formula": "C2H7N2",
  "method": "ωB97M-V/def2-TZVPD",
  "species": ["C", "C", "N", "N", "H", "H", "H", "H", "H", "H", "H"],
  "xyz": [[-0.776, -0.357, 0.073], [1.598, -0.039, 0.263], [-1.972, 0.131, -0.025], [0.278, 0.370, 0.174], [-0.713, -1.413, 0.157], [1.900, -1.078, 0.484], [2.307, 0.741, 0.639], [2.082, -0.100, -1.512], [-2.632, -0.576, 0.277], [-2.331, 1.043, -0.350], [0.259, 1.278, -0.180]],
  "gap_ha": 0.339,
  "total_charge": 1
}

three.
{
  "formula": "C2H7N2",
  "method": "ωB97M-V/def2-TZVPD",
  "species": ["C", "C", "N", "N", "H", "H", "H", "H", "H", "H", "H"],
  "xyz": [[0.826, -0.659, 0.151], [-1.025, 0.778, 0.092], [1.266, 0.693, -0.261], [-0.549, -0.576, -0.363], [1.554, -1.293, -0.317], [0.737, -0.984, 1.267], [-1.190, 0.940, 1.221], [-1.472, 1.287, -0.720], [1.786, 1.372, 0.243], [-0.628, -0.408, -1.309], [-1.305, -1.149, -0.003]],
  "gap_ha": [0.371, 0.338],
  "total_charge": 1
}

Which is most stable? The ranking, best first, is one, two, three.

one.
{
  "formula": "C2H7N2",
  "method": "ωB97M-V/def2-TZVPD",
  "species": ["C", "N", "C", "N", "H", "H", "H", "H", "H", "H", "H"],
  "xyz": [[-1.374, -1.278, -0.317], [-0.475, -0.255, 0.412], [0.458, 0.412, -0.287], [1.452, 1.199, 0.232], [-2.267, -0.973, -0.826], [-1.730, -2.063, 0.455], [-0.910, -1.803, -1.244], [-0.673, 0.101, 1.354], [0.587, 0.135, -1.410], [1.439, 1.646, 1.153], [2.212, 1.543, -0.358]],
  "gap_ha": 0.419,
  "smiles": "C/[NH+]=C/N",
  "total_charge": 1
}

two.
{
  "formula": "C2H7N2",
  "method": "ωB97M-V/def2-TZVPD",
  "species": ["C", "N", "C", "N", "H", "H", "H", "H", "H", "H", "H"],
  "xyz": [[-0.735, 1.040, 0.867], [1.034, -0.114, -1.134], [-0.153, -0.751, -0.421], [-0.300, -0.242, 0.857], [-1.275, 1.292, 1.793], [-1.316, 1.435, 0.030], [0.128, 1.729, 1.020], [1.769, 0.122, -0.478], [1.391, -0.625, -1.933], [0.051, -1.816, -0.546], [-0.985, -0.427, -1.064]],
  "gap_ha": 0.226,
  "total_charge": 1
}

Which is most stable? The ranking, best first, is one, two.

one.
{
  "formula": "C4H11N2O2",
  "method": "ωB97M-V/def2-TZVPD",
  "species": ["O", "C", "N", "C", "C", "N", "C", "O", "H", "H", "H", "H", "H", "H", "H", "H", "H", "H", "H"],
  "xyz": [[2.592, 0.574, 0.344], [2.047, 0.673, 1.502], [0.780, -0.347, 1.565], [0.677, -1.246, 0.260], [-0.804, -1.097, -0.298], [-1.074, 0.417, -0.327], [-1.129, 0.937, -1.655], [-2.612, 1.366, -1.935], [2.527, 0.533, 2.506], [1.618, 1.760, 1.439], [0.905, -1.123, 2.318], [0.862, -2.350, 0.620], [1.703, -1.105, -0.213], [-1.590, -1.528, 0.308], [-0.905, -1.604, -1.207], [-0.341, 0.821, 0.287], [-1.208, 0.299, -2.662], [-0.811, 2.091, -1.672], [-3.239, 0.927, -1.178]],
  "gap_ha": 0.250,
  "smiles": "[O-]CNCCNCO",
  "total_charge": -1
}

two.
{
  "formula": "C4H11N2O2",
  "method": "ωB97M-V/def2-TZVPD",
  "species": ["C", "N", "C", "O", "C", "N", "C", "O", "H", "H", "H", "H", "H", "H", "H", "H", "H", "H", "H"],
  "xyz": [[-0.902, 1.468, 0.325], [-0.663, 2.771, -0.327], [-0.337, -1.119, -2.285], [0.049, -2.245, -1.740], [0.339, 0.635, 0.542], [0.008, -0.662, 0.918], [1.201, -1.110, 1.958], [2.302, -0.347, 1.914], [-1.303, 1.640, 1.323], [-1.508, 0.769, -0.280], [-1.462, 3.050, -0.885], [-0.541, -1.353, -3.346], [0.316, -0.146, -2.233], [-1.244, -0.568, -1.698], [0.974, 1.112, 1.432], [0.990, 0.755, -0.299], [-0.178, -1.391, 0.223], [1.328, -2.154, 1.622], [0.630, -1.106, 2.838]],
  "gap_ha": 0.142,
  "total_charge": -1
}

Which is most stable? The ranking, best first, is one, two.

one.
{
  "formula": "C2H3N3O",
  "method": "ωB97M-V/def2-TZVPD",
  "species": ["O", "C", "N", "N", "C", "N", "H", "H", "H"],
  "xyz": [[2.307, -0.092, 0.010], [1.028, -0.064, 0.347], [0.249, 0.913, 0.455], [-1.005, 0.885, 0.142], [-1.205, -1.060, -0.260], [-0.094, -1.521, -0.288], [2.466, 0.528, -0.723], [-1.480, 1.576, 0.741], [-2.268, -1.164, -0.425]],
  "gap_ha": 0.340
}

two.
{
  "formula": "C2H3N3O",
  "method": "ωB97M-V/def2-TZVPD",
  "species": ["O", "C", "C", "N", "N", "N", "H", "H", "H"],
  "xyz": [[-0.483, 0.956, -1.693], [-0.319, 0.461, -0.433], [0.632, -0.543, -0.004], [0.735, -0.817, 1.242], [-1.064, 0.981, 1.755], [-0.915, 0.980, 0.622], [-1.234, 0.516, -2.116], [1.217, -1.004, -0.807], [1.432, -1.529, 1.434]],
  "gap_ha": 0.312
}

Which is most stable? The ranking, best first, is two, one.

one.
{
  "formula": "C2H3N3O",
  "method": "ωB97M-V/def2-TZVPD",
  "species": ["C", "N", "N", "C", "N", "O", "H", "H", "H"],
  "xyz": [[-1.351, -0.500, -0.017], [-1.045, 0.740, -0.116], [0.234, 0.923, 0.361], [1.178, 0.032, -0.029], [0.937, -1.217, -0.100], [-0.367, -1.440, 0.294], [-2.283, -0.878, -0.205], [0.515, 1.888, 0.047], [2.182, 0.453, -0.236]],
  "gap_ha": 0.354,
  "smiles": "C1=NNC=NO1"
}

two.
{
  "formula": "C2H3N3O",
  "method": "ωB97M-V/def2-TZVPD",
  "species": ["N", "C", "N", "C", "N", "O", "H", "H", "H"],
  "xyz": [[-0.167, 0.646, -1.613], [0.104, 0.313, -0.320], [-0.213, -0.911, 0.067], [0.145, -0.958, 1.362], [0.806, 0.038, 1.897], [0.652, 1.103, 0.563], [-0.768, -0.035, -2.068], [-0.318, 1.606, -1.871], [-0.242, -1.801, 1.982]],
  "gap_ha": 0.369
}

Which is most stable? The ranking, best first, is two, one.

one.
{
  "formula": "C2H3N3O",
  "method": "ωB97M-V/def2-TZVPD",
  "species": ["O", "C", "N", "C", "N", "N", "H", "H", "H"],
  "xyz": [[-1.036, -1.865, -0.828], [-0.377, -0.913, -0.128], [-1.158, 0.250, 0.777], [-0.266, 1.134, 0.919], [1.079, 0.697, -0.003], [0.804, -0.533, -0.423], [-0.993, -1.632, -1.776], [-0.171, 2.131, 1.382], [2.118, 0.729, 0.080]],
  "gap_ha": 0.365,
  "smiles": "Oc1nc[nH]n1"
}

two.
{
  "formula": "C2H3N3O",
  "method": "ωB97M-V/def2-TZVPD",
  "species": ["C", "N", "N", "H", "H", "C", "N", "O", "H"],
  "xyz": [[1.296, -0.646, 0.062], [2.133, 0.070, 0.647], [1.723, 0.370, -0.837], [0.462, -1.320, 0.330], [2.312, -0.156, -1.460], [-2.040, 0.656, 0.397], [-1.928, 0.369, -0.783], [-1.531, -0.603, 0.461], [-2.427, 1.262, 1.183]],
  "gap_ha": 0.364,
  "smiles": "C1=NN1.C1=NO1"
}

Which is most stable? The ranking, best first, is one, two.